Below is a molecular structure, C44H51Ge2N2PSW, with properties calculated with wB97M-V/def2-TZVPD.

The value obtained for the LUMO energy (spin up / spin down) is -9.9 / -10.1 eV. The energy relative to the best compared isomer or geometry (same formula, charge and spin) is 8.1 kcal/mol. The total energy comes out at -6776.26642 a.u. The charge is +3. Its multiplicity is 2. The gap between HOMO and LUMO (spin up / spin down) is 5.833 / 5.524 eV.

```
102
Properties=species:S:1:pos:R:3:forces:R:3:lowdin_spin:R:1
H -3.975 -0.839 0.974 0.0 0.0 0.0 0.00
H 0.224 -0.121 4.050 0.0 -0.2 0.1 0.00
C -1.023 -2.584 2.079 0.1 0.2 -0.1 0.00
C -1.746 -2.847 -4.630 0.0 0.0 0.0 0.00
H -4.089 -0.085 -2.393 0.0 0.0 0.0 0.00
H 2.360 3.183 2.890 0.0 0.0 0.0 0.00
C 2.928 1.826 -3.029 0.0 0.0 0.0 -0.04
C -0.314 -4.324 -3.383 0.0 0.0 0.0 0.00
C 0.208 -0.935 3.336 0.1 0.1 0.0 0.00
N -1.332 2.538 3.751 0.0 0.0 0.0 0.00
H 0.034 -3.810 -1.350 0.0 0.0 0.0 0.00
C -1.513 3.096 5.102 0.0 0.0 0.0 0.00
C -0.944 -3.978 -4.570 0.0 0.0 0.0 0.00
H 4.734 -3.759 -2.851 0.0 0.0 0.0 0.00
H 5.950 -0.816 2.327 0.0 0.0 0.0 0.00
C -4.057 -1.904 0.783 0.0 0.0 0.0 0.00
H 6.438 1.607 2.417 0.0 0.0 0.0 0.00
C -3.297 -3.895 -0.361 0.0 0.0 0.0 0.00
C -1.005 -1.587 3.051 0.0 0.5 -0.2 0.02
H 2.244 -2.502 1.099 0.0 0.0 0.1 0.00
H 3.001 2.392 0.015 0.0 0.0 0.0 0.00
C -1.670 0.854 -0.127 0.0 0.1 0.0 0.00
H -1.006 2.279 -3.349 0.0 0.0 0.0 0.00
C -2.431 0.079 -1.018 0.0 0.0 0.0 0.02
H 0.842 -0.778 -3.441 0.0 0.0 0.0 0.00
C 1.352 -2.231 1.647 0.1 0.0 -0.2 0.00
C -1.951 -2.077 -3.495 0.0 0.0 0.0 0.00
H -2.627 -4.387 -1.056 0.0 0.0 0.0 0.00
C 3.434 -2.342 -1.908 -0.1 0.0 -0.1 -0.01
H 0.618 3.426 -0.175 0.0 0.0 0.0 0.00
C -1.980 2.227 -0.097 0.0 0.0 0.1 0.02
H -2.464 0.809 4.075 0.0 0.0 0.0 0.00
H 1.906 4.546 1.835 0.0 0.0 0.0 0.00
H -4.431 -5.673 0.019 0.0 0.0 0.0 0.00
Ge 1.177 1.869 -2.159 0.0 0.0 0.0 -0.08
C 1.396 -1.294 2.686 -0.1 0.4 -0.1 0.02
S 0.517 1.740 1.825 0.2 0.5 0.1 0.05
H 3.626 -3.577 -5.052 0.0 0.0 0.0 0.00
C -0.296 1.452 -3.357 0.0 0.0 0.0 -0.01
H 2.311 -0.755 2.898 0.0 -0.1 0.0 0.00
H 4.963 3.199 1.231 0.0 0.0 0.0 0.00
H -0.048 5.495 4.592 0.0 0.0 0.0 0.00
H -1.434 2.910 0.540 0.0 0.0 0.0 0.00
Ge 1.823 -0.229 -0.674 0.2 0.2 -0.1 -0.07
C -3.762 1.923 -1.712 0.0 0.0 0.0 0.03
H 0.325 -5.195 -3.339 0.0 0.0 0.0 0.00
C -4.317 -4.620 0.240 0.0 0.0 0.0 0.00
C -5.200 -3.994 1.109 0.0 0.0 0.0 0.00
H -0.563 3.439 5.498 0.0 0.0 0.0 0.00
H 1.691 -2.065 -5.339 0.0 0.0 0.0 0.00
H -5.997 -4.562 1.569 0.0 0.0 0.0 0.00
C -5.074 -2.634 1.375 0.0 0.0 0.0 0.00
C 3.361 0.306 0.425 0.0 0.0 0.1 0.01
H 0.107 5.973 2.897 0.0 0.0 0.0 0.00
H 2.255 4.820 3.551 0.0 0.0 0.0 0.00
H -0.827 0.540 -3.090 0.0 0.0 0.0 0.00
C 5.304 -0.113 1.818 0.0 0.0 0.0 0.00
H 0.156 4.118 -1.738 0.0 0.0 0.0 0.00
H 3.978 -2.395 -0.980 0.1 0.0 0.2 0.00
C -2.996 2.743 -0.881 0.0 0.0 0.0 0.00
H -2.232 -2.574 -5.557 0.0 0.0 0.0 0.00
H -2.239 3.908 5.115 0.0 0.0 0.0 0.00
H 3.030 0.955 -3.670 0.0 0.0 0.0 0.00
H 0.110 1.335 -4.363 0.0 0.0 0.0 0.00
H -1.940 -3.110 1.858 0.0 0.0 0.0 0.00
C -0.494 -3.544 -2.254 0.0 0.1 0.0 0.00
H 3.744 1.848 -2.308 0.0 0.0 0.0 0.00
H -3.213 3.803 -0.839 0.0 0.0 0.0 0.00
C 0.138 -2.860 1.342 0.0 -0.1 0.1 0.02
C -3.486 0.570 -1.779 0.0 0.0 0.0 0.00
H -2.264 1.269 2.352 0.0 0.0 0.0 0.00
H -0.807 -4.590 -5.452 0.0 0.0 0.0 0.00
H -5.782 -2.145 2.031 0.0 0.0 0.0 0.00
N 0.409 3.945 3.201 0.0 0.0 0.0 0.00
C 3.640 1.672 0.513 0.0 0.0 0.0 0.00
C -1.329 -2.426 -2.295 0.0 0.0 0.0 0.00
H 2.976 2.732 -3.639 0.0 0.0 0.0 -0.01
C 2.171 -2.155 -4.373 0.0 0.0 0.0 0.00
H 1.860 4.109 -1.243 0.0 0.0 0.0 0.00
C 1.818 4.123 2.838 0.0 0.0 0.0 0.00
H 0.100 -3.606 0.565 0.0 0.0 0.0 0.00
H -1.914 -1.311 3.566 0.0 -0.1 0.0 0.00
C 4.745 2.139 1.211 0.0 0.0 0.0 0.00
H -1.339 5.111 3.423 0.0 0.0 0.0 0.00
C 3.257 -3.004 -4.212 0.0 0.0 0.0 -0.01
P -1.803 -1.567 -0.786 0.0 0.2 -0.1 0.00
C 3.880 -3.107 -2.976 0.0 0.0 0.0 0.00
H -2.601 -1.216 -3.552 0.0 0.0 0.0 0.00
C -0.250 2.806 3.021 0.0 -0.1 0.0 0.02
W -0.228 -0.359 0.939 -0.6 -1.4 0.3 1.04
H -1.885 2.294 5.737 0.0 0.0 0.0 0.00
C -0.267 5.200 3.567 0.0 0.0 0.0 0.00
C 2.332 -1.493 -2.052 0.0 -0.1 0.1 0.00
C -2.405 1.635 3.364 0.0 0.0 -0.1 0.00
H -3.352 2.175 3.403 0.0 0.0 0.0 0.00
C -3.163 -2.535 -0.089 0.1 0.0 0.0 0.00
C 5.577 1.247 1.870 0.0 0.0 0.0 0.00
H 4.050 -1.647 1.078 0.1 -0.1 -0.1 0.00
C 1.699 -1.422 -3.297 0.0 0.0 0.0 -0.01
C 0.923 3.551 -1.210 0.0 0.0 0.0 -0.01
C 4.213 -0.577 1.098 0.0 0.1 0.0 0.00
H -4.570 2.344 -2.296 0.0 0.0 0.0 0.00
```
Forces are in eV/Å.



Below is a molecular structure, C44H51N9O2P2Pt, with properties calculated with wB97M-V/def2-TZVPD.

The value obtained for the LUMO energy is -11.0 eV. The energy relative to the best compared isomer or geometry (same formula, charge and spin) is 30.0 kcal/mol. The total energy comes out at -3151.29364 a.u. The charge is +4. Its multiplicity is 1. The gap between HOMO and LUMO is 7.099 eV.

```
109
Properties=species:S:1:pos:R:3:forces:R:3:lowdin_charge:R:1
H 5.426 -3.054 -3.206 0.0 0.0 0.0 0.12
C -0.552 -4.147 0.854 0.0 0.0 0.0 -0.29
H -4.511 -2.729 -3.195 0.0 0.0 0.0 0.11
C -0.857 -5.289 3.375 0.0 0.0 0.0 -0.03
C 3.410 -5.067 -1.146 0.0 0.0 0.0 -0.05
H -3.735 2.528 -3.824 0.0 0.0 0.0 0.08
H 2.572 -5.016 -4.432 0.0 0.0 0.0 0.12
H 3.368 2.008 1.548 0.0 0.0 0.0 0.09
P -2.733 2.024 -1.199 0.0 -0.1 0.2 1.23
O 5.716 -1.615 -4.661 0.0 0.1 0.0 -0.08
H -4.463 -1.425 1.898 0.0 0.0 0.0 0.16
H -1.093 0.546 2.476 0.0 0.0 0.0 0.09
H 0.478 -3.758 4.064 0.0 0.0 0.0 0.11
C -1.272 2.673 -0.304 0.1 -0.1 -0.1 -0.40
H 4.996 -1.484 -1.397 0.0 -0.1 0.0 0.12
H -4.631 -5.039 -4.047 0.0 0.0 0.0 0.13
H -3.100 4.777 0.620 0.0 0.0 0.0 0.11
N 1.764 -0.573 -1.407 0.0 1.2 0.8 0.09
C 5.060 0.358 2.605 0.0 0.0 0.0 0.04
H -0.941 -5.978 -2.114 0.0 0.0 0.0 0.13
H -0.714 -0.053 4.773 0.0 0.0 0.0 0.13
N 3.659 -0.929 -2.923 0.0 -0.1 0.1 -0.03
H 4.199 -5.408 -0.489 0.0 0.0 0.0 0.12
H 5.527 -0.101 -2.409 0.0 0.0 0.0 0.14
N -0.744 0.432 -2.293 -0.3 -0.2 0.1 -0.06
H 1.477 -1.042 5.458 0.0 -0.1 0.0 0.13
H -5.544 1.506 1.049 0.0 0.0 0.0 0.11
H 3.312 1.364 -0.126 0.0 0.0 0.0 0.09
H -5.502 1.061 -0.678 0.0 0.0 0.0 0.09
C 3.926 1.513 0.759 0.0 0.0 0.0 0.02
C 1.276 -0.782 4.427 0.0 0.0 0.0 -0.03
H 3.192 -1.390 3.750 0.0 0.0 0.0 0.12
H 4.802 2.111 0.515 0.0 0.0 0.0 0.12
C 3.288 -0.881 1.272 -0.1 -0.1 0.0 -0.08
H 3.972 -2.651 -5.058 0.0 0.0 0.0 0.13
C -0.046 -4.171 3.213 0.0 0.0 0.0 -0.05
C -1.654 -3.955 -1.844 0.1 -0.1 0.0 -0.30
H -2.841 -6.655 -3.516 0.0 0.0 0.0 0.13
C -1.860 1.126 -2.505 0.2 0.2 0.1 -0.45
H 0.540 -3.984 -3.503 0.0 0.0 0.0 0.11
C 1.218 -4.111 -1.457 0.0 0.1 0.0 -0.28
N -1.220 3.913 0.208 0.0 0.0 0.0 -0.09
H 6.862 -2.016 -3.054 0.0 0.0 0.0 0.15
H -2.471 5.078 -1.025 0.0 0.0 0.0 0.10
C 0.107 -3.601 1.960 0.1 0.0 0.0 -0.11
H -6.093 -0.098 0.521 0.0 0.0 0.0 0.11
H -2.982 2.227 -5.396 0.0 0.0 0.0 0.11
H 3.041 -1.055 0.235 0.1 0.0 0.0 0.07
C -1.721 -5.260 -2.340 0.0 0.0 0.0 -0.08
H -1.240 0.241 -5.526 0.0 0.0 0.0 0.15
C 0.781 -0.163 1.699 -0.1 -0.3 0.0 -0.20
N -1.877 -0.142 0.394 -0.1 0.2 0.3 -0.13
C -0.336 -0.035 -3.510 -0.1 -0.1 0.1 -0.09
H 2.485 -0.736 -4.665 0.0 0.0 0.0 0.12
H 0.752 -2.739 1.842 0.0 0.0 0.0 0.08
C 5.042 -1.081 -2.411 0.1 0.0 0.0 -0.08
C 2.493 -4.849 -3.366 0.0 0.0 0.0 -0.06
H -1.748 -1.826 1.738 0.0 0.0 0.0 0.11
N -2.171 1.125 -3.816 0.1 0.0 0.0 -0.09
H -0.980 -5.731 4.355 0.0 0.0 0.0 0.13
C -3.319 1.762 -4.474 0.0 0.0 0.0 0.03
C -1.359 -5.273 1.023 -0.1 0.0 0.0 -0.04
C 2.069 -0.592 2.111 -0.2 -0.4 0.0 -0.23
H -1.768 5.918 0.363 0.0 0.0 0.0 0.11
H 4.389 -5.752 -2.927 0.0 0.0 0.0 0.13
C 2.261 -4.500 -0.613 0.0 -0.1 0.0 -0.07
C 0.543 2.824 0.912 0.1 0.0 -0.1 -0.07
H 0.166 4.935 1.482 0.0 0.0 0.0 0.15
C -2.896 0.596 -0.064 -0.1 0.1 0.2 -0.40
H 5.520 -0.585 2.889 0.0 0.0 0.0 0.12
C -0.090 4.026 0.965 0.0 0.0 0.0 0.02
N -0.180 1.992 0.099 0.0 0.0 0.1 -0.10
C -2.791 -5.645 -3.132 0.0 0.0 0.0 -0.03
C -3.727 -3.433 -2.949 0.0 0.0 0.0 -0.06
O -0.350 -1.917 -0.789 0.2 0.0 0.4 -0.50
H 0.535 -0.648 -3.627 0.0 -0.1 0.0 0.08
C -5.378 0.699 0.338 0.0 0.0 0.0 0.03
C -2.368 -1.088 1.261 -0.1 0.0 -0.3 -0.07
N 4.374 0.193 1.281 0.0 -0.1 0.0 -0.16
H -2.131 -6.716 2.404 0.0 0.0 0.0 0.13
C -3.794 -4.733 -3.435 0.0 0.0 0.0 -0.03
H 4.425 -1.357 -6.191 0.0 0.0 0.0 0.15
C 3.518 -5.256 -2.519 0.0 0.0 0.0 -0.05
P -0.306 -3.461 -0.782 -0.2 -0.1 0.0 0.90
C 0.064 -0.239 4.045 0.1 0.2 0.1 -0.02
C -2.213 4.986 0.026 0.0 0.0 0.0 0.03
C -0.149 0.082 2.715 0.0 0.2 -0.2 -0.13
H -1.886 -5.707 0.184 0.0 0.0 0.0 0.11
C -3.712 -0.899 1.333 0.0 -0.1 0.0 0.03
H 3.790 -1.766 1.662 0.0 0.0 0.0 0.14
C 2.675 -0.728 -2.112 -0.2 0.2 -0.3 -0.21
C -1.508 -5.840 2.281 0.0 0.0 0.0 -0.03
C 1.348 -4.272 -2.840 0.0 0.1 0.0 -0.08
Pt -0.019 0.002 -0.256 0.6 -1.0 -1.1 1.51
H 3.875 0.372 -4.567 0.0 0.0 0.0 0.15
C 3.531 -0.647 -4.379 0.0 0.0 -0.1 -0.06
H 1.443 2.514 1.400 0.0 0.0 0.0 0.09
H -2.606 -2.029 -1.768 0.0 0.0 0.0 0.08
N -4.022 0.151 0.511 -0.1 0.1 -0.1 -0.08
H 2.158 -4.415 0.462 0.0 0.0 0.0 0.10
C 2.246 -0.947 3.459 0.0 0.2 0.1 -0.05
H 5.082 -0.159 0.635 0.0 0.0 0.0 0.16
C 4.391 -1.641 -5.141 0.0 -0.1 0.0 -0.16
C 5.807 -2.032 -3.323 0.0 -0.1 0.0 -0.16
H -4.077 1.015 -4.697 0.0 0.0 0.0 0.11
H 5.823 1.127 2.503 0.0 0.0 0.0 0.12
H 4.324 0.663 3.343 0.0 0.0 0.0 0.11
C -2.662 -3.042 -2.152 0.0 0.0 0.0 -0.07
C -1.218 0.390 -4.459 0.0 0.0 -0.1 0.01
```
Forces are in eV/Å.